1.
{
  "formula": "C28H29FNO19PSi2",
  "method": "the ωB97M-V functional and the def2-TZVPD basis",
  "total_charge": 0,
  "symbols": ["C", "C", "O", "O", "C", "C", "Si", "F", "O", "Si", "P", "N", "H", "H", "H", "H", "H", "H", "H", "H", "H", "H", "H", "H", "H", "C", "C", "C", "O", "C", "C", "C", "O", "O", "O", "H", "H", "H", "H", "C", "C", "C", "O", "C", "C", "C", "O", "O", "O", "H", "H", "H", "H", "C", "C", "C", "O", "C", "C", "C", "O", "O", "O", "H", "H", "H", "H", "C", "C", "C", "O", "C", "C", "C", "O", "O", "O", "H", "H", "H", "H"],
  "positions_angstrom": [[-5.1257, -2.2743, 6.8362], [-4.4532, -2.4527, 5.5213], [-4.4681, -1.6294, 4.6521], [-3.8266, -3.6455, 5.3795], [-2.4304, -3.5559, 5.0478], [-1.5570, -3.4538, 6.2938], [0.0414, -2.5630, 6.0549], [1.0915, -3.5113, 5.3527], [-0.1477, -1.2058, 5.1437], [0.5380, -0.9739, 3.6553], [-0.8254, -1.9468, 2.1329], [-0.6072, -3.5200, 2.1731], [-6.1650, -2.0288, 6.6594], [-5.0594, -3.1620, 7.4432], [-4.6727, -1.4283, 7.3360], [-2.2991, -2.7096, 4.3909], [-2.1992, -4.4593, 4.5088], [-1.3077, -4.4518, 6.6395], [-2.1132, -2.9657, 7.0867], [0.5808, -2.1392, 7.3561], [0.5206, 0.4790, 3.3788], [1.9099, -1.4875, 3.5385], [-2.1308, -1.5645, 2.5130], [-0.6230, -1.3662, 0.8732], [-0.3512, -3.8914, 1.2674], [1.6924, 1.0244, -2.1003], [1.8586, 0.9624, -3.4294], [1.9517, -0.3549, -4.1602], [2.0843, -0.3052, -5.3687], [1.8965, -1.5822, -3.3884], [1.7508, -1.5182, -2.0545], [1.6212, -0.1957, -1.3306], [1.4770, -0.2250, -0.1177], [1.7119, -2.5799, -1.2748], [1.9619, 2.0309, -4.1982], [1.6302, 1.9620, -1.5684], [1.9879, -2.5201, -3.9177], [1.5939, -2.2607, -0.3603], [2.0710, 1.7011, -5.1116], [7.5838, 1.4295, -0.3811], [6.5002, 2.1673, -0.6622], [5.1076, 1.7197, -0.2906], [4.1899, 2.4657, -0.5792], [4.9374, 0.4441, 0.3711], [6.0209, -0.2960, 0.6495], [7.4181, 0.1602, 0.2975], [8.3311, -0.5800, 0.6094], [5.9744, -1.4708, 1.2487], [6.5431, 3.3349, -1.2785], [8.5852, 1.7412, -0.6409], [3.9328, 0.1306, 0.6221], [6.8993, -1.7771, 1.3263], [5.6189, 3.6445, -1.3456], [-1.8827, -1.7101, -2.9267], [-2.7780, -0.8667, -3.4502], [-4.0863, -0.5619, -2.7615], [-4.8228, 0.2368, -3.3060], [-4.3748, -1.2273, -1.5050], [-3.4734, -2.0684, -0.9740], [-2.1573, -2.3472, -1.6588], [-1.3637, -3.0870, -1.1126], [-3.6621, -2.6932, 0.1762], [-2.5746, -0.2222, -4.5871], [-0.9393, -1.9303, -3.4072], [-5.3178, -1.0111, -1.0234], [-2.8659, -3.2379, 0.3451], [-3.3450, 0.3627, -4.7524], [-0.7712, 4.9039, -2.6233], [-1.2860, 3.9034, -3.3535], [-2.2417, 4.1661, -4.4995], [-2.6549, 3.2042, -5.1188], [-2.6151, 5.5320, -4.7942], [-2.0981, 6.5276, -4.0603], [-1.1313, 6.2720, -2.9304], [-0.7093, 7.2467, -2.3381], [-2.3771, 7.8031, -4.2496], [-0.9906, 2.6305, -3.1190], [-0.0874, 4.7327, -1.8042], [-3.3079, 5.7054, -5.6051], [-1.8633, 8.2983, -3.5817], [-1.4737, 2.0926, -3.7794]],
  "forces_ev_per_angstrom": [[-0.43, -0.15, -0.02], [-0.06, -0.07, -0.36], [0.24, 0.35, -0.18], [0.28, -0.16, 0.66], [-0.09, -0.23, -0.15], [-0.08, -0.08, -0.45], [-0.59, 0.55, 0.92], [0.48, -0.35, -0.32], [0.40, -0.53, -0.37], [-0.34, 1.09, -0.27], [0.38, -1.20, 0.19], [-0.13, 0.28, -0.06], [-0.25, 0.12, 0.04], [0.05, -0.20, 0.22], [0.14, 0.19, 0.16], [-0.03, 0.19, -0.23], [0.11, -0.12, -0.34], [-0.04, -0.23, 0.29], [-0.04, 0.22, 0.26], [0.14, -0.05, -0.01], [0.04, 0.00, 0.10], [-0.05, -0.18, -0.01], [-0.04, 0.39, -0.15], [-0.13, 0.50, 0.00], [-0.06, -0.21, -0.04], [-0.03, 0.07, 0.14], [-0.01, -0.06, 0.31], [0.05, -0.22, 0.10], [-0.01, 0.08, -0.07], [-0.01, 0.02, -0.10], [0.03, 0.05, -0.13], [0.03, 0.33, -0.12], [0.01, -0.29, 0.01], [0.07, -0.10, 0.08], [-0.01, 0.07, -0.18], [0.01, 0.01, 0.00], [0.00, -0.02, 0.02], [-0.03, 0.01, 0.03], [0.00, -0.05, -0.03], [0.11, -0.05, 0.01], [0.11, -0.08, 0.04], [-0.11, -0.33, 0.16], [-0.01, 0.21, -0.11], [-0.13, 0.02, -0.01], [-0.10, 0.09, -0.04], [0.05, 0.24, -0.13], [0.02, -0.12, 0.05], [-0.05, -0.12, 0.07], [0.05, 0.13, -0.07], [0.00, 0.03, -0.01], [0.01, 0.00, 0.03], [0.06, 0.02, -0.01], [-0.06, -0.01, 0.02], [0.13, -0.05, -0.06], [0.04, 0.03, 0.08], [-0.05, -0.11, 0.20], [-0.01, 0.09, -0.11], [-0.06, 0.07, -0.05], [-0.19, 0.16, -0.07], [0.09, 0.13, -0.29], [-0.05, -0.22, 0.40], [0.25, -0.14, 0.02], [-0.06, 0.38, -0.24], [-0.01, 0.01, -0.02], [0.01, -0.01, 0.03], [-0.01, -0.06, 0.09], [0.03, -0.17, 0.12], [0.06, 0.03, 0.06], [0.14, 0.15, 0.17], [-0.03, 0.05, 0.00], [0.06, -0.31, 0.07], [-0.02, 0.02, -0.04], [-0.06, -0.15, -0.08], [0.07, -0.24, 0.06], [0.00, 0.13, 0.02], [-0.06, 0.19, -0.06], [-0.28, -0.09, -0.26], [0.01, -0.03, 0.00], [0.00, 0.01, 0.00], [0.04, -0.01, 0.04], [0.04, 0.11, 0.01]]
}

---

2.
{
  "formula": "C29H46Cl24N2O4",
  "method": "the ωB97M-V functional and the def2-TZVPD basis",
  "total_charge": 0,
  "symbols": ["C", "C", "C", "C", "C", "C", "C", "C", "C", "C", "C", "C", "C", "C", "C", "O", "O", "C", "C", "C", "C", "C", "C", "O", "C", "N", "N", "C", "O", "H", "H", "H", "H", "H", "H", "H", "H", "H", "H", "H", "H", "H", "H", "H", "H", "H", "H", "H", "H", "H", "H", "H", "H", "H", "H", "H", "H", "H", "H", "H", "H", "H", "H", "H", "H", "H", "H", "H", "H", "H", "H", "H", "H", "H", "H", "C", "Cl", "Cl", "Cl", "Cl", "C", "Cl", "Cl", "Cl", "Cl", "C", "Cl", "Cl", "Cl", "Cl", "C", "Cl", "Cl", "Cl", "Cl", "C", "Cl", "Cl", "Cl", "Cl", "C", "Cl", "Cl", "Cl", "Cl"],
  "positions_angstrom": [[4.4784, 0.2992, 2.3764], [3.7024, 1.1793, 1.3986], [3.3164, 0.4976, 0.0786], [4.4011, -0.3388, -0.6233], [3.8139, -1.5919, -1.3000], [3.8207, -2.8033, -0.3701], [2.9806, -3.9697, -0.9103], [1.4895, -3.7184, -0.6876], [0.5268, -4.6457, -1.4250], [0.7633, -4.7930, -2.9375], [1.0672, -3.4800, -3.6683], [-0.2488, -2.7091, -3.9178], [-0.0363, -1.1928, -3.8603], [-1.2576, -0.2779, -3.5596], [-1.7346, 0.3945, -4.8768], [-1.0186, 1.5625, -5.2119], [-1.9144, 2.6714, -5.0107], [-2.4678, -0.8480, -2.7859], [-2.3069, -0.4060, -1.3007], [-1.3719, -1.4325, -0.6272], [-0.4764, -0.8739, 0.4764], [-3.7285, -0.2969, -0.7268], [-3.9098, 0.2262, 0.7050], [-3.2041, 1.4537, 0.8910], [-3.5263, -0.7629, 1.8252], [-2.9789, -0.0906, 2.9989], [-1.6420, 0.8738, -1.5224], [-0.7767, 0.8049, -2.5826], [0.2077, 1.4611, -2.6758], [4.5029, 0.7477, 3.3711], [4.0433, -0.7021, 2.4430], [5.5190, 0.1728, 2.0678], [4.2443, 2.1099, 1.2070], [2.7694, 1.4764, 1.8914], [3.0178, 1.2859, -0.6199], [2.4213, -0.1144, 0.2336], [5.1898, -0.6372, 0.0713], [4.8749, 0.2694, -1.3986], [4.3826, -1.8177, -2.2069], [2.7892, -1.3401, -1.5967], [3.4056, -2.5118, 0.6030], [4.8535, -3.1348, -0.2309], [3.2621, -4.8996, -0.4051], [3.2060, -4.0928, -1.9747], [1.2640, -2.6843, -0.9754], [1.2964, -3.7817, 0.3891], [0.6202, -5.6424, -0.9757], [-0.5041, -4.3375, -1.2195], [-0.1467, -5.2253, -3.3688], [1.5437, -5.5424, -3.0894], [1.5189, -3.7520, -4.6251], [1.7986, -2.8642, -3.1441], [-0.6235, -3.0093, -4.9021], [-0.9978, -3.0584, -3.2027], [0.7725, -0.9689, -3.1610], [0.3422, -0.8857, -4.8403], [-1.6248, -0.3007, -5.7162], [-2.7926, 0.6515, -4.8099], [-1.2929, 3.3106, -4.6295], [-2.7174, -1.9034, -2.8874], [-3.3331, -0.3030, -3.1735], [-0.7281, -1.8736, -1.3909], [-1.9741, -2.2556, -0.2308], [-1.0387, -0.3400, 1.2403], [0.0616, -1.6867, 0.9695], [0.2831, -0.2034, 0.0659], [-4.2405, -1.2567, -0.8463], [-4.2445, 0.4228, -1.3742], [-4.9831, 0.4260, 0.8285], [-3.3050, 1.9860, 0.0895], [-2.8817, -1.5613, 1.4372], [-4.4455, -1.2556, 2.1517], [-2.0793, 0.3315, 2.8123], [-2.8576, -0.7493, 3.7582], [-1.2437, 1.3334, -0.7117], [-2.8647, 6.1130, -0.5520], [-1.5539, 7.1099, -1.1923], [-2.9541, 4.6218, -1.4949], [-2.5318, 5.7327, 1.1411], [-4.3870, 6.9929, -0.6665], [-4.7090, 10.5493, 1.9261], [-3.7294, 11.9174, 2.4604], [-3.7201, 9.0915, 1.8720], [-6.0510, 10.3111, 3.0486], [-5.3468, 10.8789, 0.3098], [-0.4732, 3.1828, 4.0733], [1.1178, 3.2482, 4.8457], [-1.1839, 4.8006, 4.0509], [-0.2628, 2.5984, 2.4176], [-1.5256, 2.0965, 4.9808], [-0.3138, -1.8043, 6.8458], [-0.2636, -1.5648, 8.5923], [0.4071, -0.4239, 6.0231], [0.5737, -3.2726, 6.4240], [-2.0029, -1.9717, 6.3365], [-0.1855, 2.8128, 9.2167], [1.4257, 2.1675, 8.8753], [-0.8166, 3.5955, 7.7714], [-1.2586, 1.4855, 9.6711], [-0.0811, 3.9739, 10.5431], [4.9583, -4.2525, -5.1244], [6.2516, -4.1791, -3.9242], [5.6362, -4.6386, -6.7071], [3.8045, -5.5101, -4.6569], [4.1444, -2.6874, -5.1996]],
  "forces_ev_per_angstrom": [[0.23, 0.05, -0.13], [-0.27, -0.12, 0.16], [0.20, 0.25, -0.12], [-0.12, -0.01, -0.26], [0.22, 0.30, 0.29], [-0.33, -0.19, -0.26], [-0.01, 0.08, 0.11], [-0.03, 0.26, -0.21], [0.12, -0.43, 0.24], [0.01, 0.04, 0.38], [-0.58, -0.61, -0.40], [0.29, 0.06, -0.01], [-0.10, -0.08, -0.23], [0.02, -0.03, -0.03], [-0.32, -0.20, 0.17], [-0.02, -0.07, -0.48], [0.25, 0.09, 0.21], [-0.41, 0.46, -0.13], [-0.19, -0.87, -1.07], [0.04, 0.12, 0.44], [0.09, -0.15, 0.01], [0.28, 0.54, 0.36], [-0.25, 0.06, 0.04], [0.25, -0.13, -0.17], [0.08, -0.12, 0.14], [-0.24, -0.09, 0.01], [-0.21, 0.02, 0.83], [-1.24, -0.81, -0.07], [1.65, 1.14, -0.27], [-0.08, -0.07, 0.00], [-0.06, 0.07, 0.09], [-0.05, -0.02, -0.01], [0.10, -0.10, 0.00], [0.05, 0.11, -0.08], [-0.23, -0.11, 0.03], [0.16, -0.11, 0.14], [-0.02, -0.03, -0.03], [0.08, 0.06, 0.16], [-0.11, -0.12, 0.00], [0.06, -0.13, -0.17], [0.21, 0.00, 0.06], [-0.02, 0.11, 0.15], [0.02, -0.01, -0.10], [-0.03, -0.11, 0.04], [0.05, -0.03, 0.06], [-0.06, 0.03, -0.05], [-0.10, 0.01, -0.07], [0.07, 0.12, -0.04], [0.10, -0.03, -0.09], [0.10, 0.19, -0.05], [0.02, 0.23, 0.00], [-0.07, -0.05, 0.08], [-0.14, 0.09, 0.08], [0.07, 0.18, 0.11], [-0.10, -0.02, 0.10], [0.19, 0.09, 0.15], [0.10, -0.03, 0.08], [0.07, 0.07, -0.02], [-0.08, -0.06, 0.05], [0.36, -0.07, 0.01], [-0.10, -0.15, 0.09], [-0.02, 0.07, -0.01], [0.01, 0.00, -0.13], [0.04, 0.07, -0.06], [-0.03, 0.04, 0.01], [-0.10, 0.04, 0.02], [0.07, -0.01, 0.07], [-0.07, -0.12, -0.01], [0.07, 0.09, -0.03], [-0.06, -0.07, 0.16], [0.01, 0.14, 0.01], [0.02, -0.03, -0.11], [-0.07, 0.10, -0.04], [0.05, -0.01, -0.05], [-0.12, 0.05, -0.03], [0.08, 0.11, 0.03], [0.00, 0.05, 0.00], [-0.03, -0.15, 0.00], [-0.02, -0.09, -0.07], [-0.08, -0.14, -0.18], [-0.01, 0.00, -0.02], [0.01, 0.01, 0.00], [0.08, 0.07, 0.17], [-0.01, 0.00, 0.01], [-0.01, 0.00, -0.01], [0.07, -0.10, 0.02], [0.05, 0.00, 0.02], [0.04, 0.02, 0.08], [-0.12, -0.02, 0.01], [-0.09, 0.11, -0.38], [0.00, -0.07, -0.01], [0.09, -0.10, -0.06], [0.09, -0.05, 0.08], [-0.01, -0.01, -0.01], [-0.03, 0.00, -0.01], [0.04, -0.03, 0.00], [0.01, -0.01, -0.01], [-0.01, 0.17, 0.26], [-0.07, 0.12, 0.07], [-0.02, 0.01, -0.01], [0.01, 0.01, 0.01], [0.01, 0.00, 0.03], [0.01, -0.01, -0.01], [0.09, 0.03, -0.06], [0.04, -0.01, -0.03]]
}

---

3.
{
  "formula": "C5H14N2",
  "method": "the ωB97M-V functional and the def2-TZVPD basis",
  "total_charge": 0,
  "e_above_lowest_kj_mol": 217.1,
  "symbols": ["C", "N", "C", "C", "C", "N", "C", "H", "H", "H", "H", "H", "H", "H", "H", "H", "H", "H", "H", "H", "H"],
  "positions_angstrom": [[0.9547, -1.2739, 1.5780], [0.6751, -0.6667, 0.2182], [0.7598, 0.7307, 0.1086], [-0.5080, 1.5216, -0.2809], [-1.0903, 1.1544, -1.6493], [-0.0860, 1.0742, -2.6513], [-0.0396, -2.2756, 1.8956], [0.9436, -0.4649, 2.4013], [2.0563, -1.3485, 1.6823], [-0.2670, -1.0532, -0.0662], [0.9982, 1.1335, 1.1053], [1.7264, 1.2437, -0.4173], [-1.3521, 1.3204, 0.4433], [-0.2183, 2.6306, -0.1569], [-1.7712, 0.2495, -1.6468], [-1.8011, 1.9690, -1.8944], [0.2831, 0.1144, -2.7833], [-0.3310, 1.4146, -3.5983], [-0.1631, -3.0371, 1.0328], [0.1563, -2.7273, 2.8727], [-0.9258, -1.7094, 1.8067]],
  "forces_ev_per_angstrom": [[2.62, 4.40, -0.28], [-1.40, -2.64, 0.46], [1.85, 3.65, 0.64], [-0.18, 0.08, 0.74], [-1.63, 0.57, 0.02], [1.27, -0.73, -2.16], [0.15, -2.68, -1.40], [-0.98, -0.50, -1.05], [-0.41, -1.59, -0.56], [1.48, 0.96, 0.20], [-0.22, -0.12, 0.21], [-2.16, -1.81, 0.19], [0.97, 0.21, -0.30], [-0.61, -1.59, -0.62], [0.80, 0.58, 0.50], [0.34, -0.29, -0.09], [-0.30, 0.98, 0.32], [-0.09, -0.29, 1.14], [0.57, 0.67, 1.58], [-0.50, -0.14, -0.31], [-1.56, 0.26, 0.77]]
}

---

4.
{
  "formula": "C2H5N2O2",
  "method": "the ωB97M-V functional and the def2-TZVPD basis",
  "total_charge": -1,
  "e_above_lowest_kj_mol": 21.6,
  "symbols": ["N", "C", "N", "H", "H", "H", "H", "O", "C", "O", "H"],
  "positions_angstrom": [[-0.6269, 0.1521, -0.1833], [-1.6551, -0.3457, 0.5275], [-2.7614, 0.2535, 0.8174], [-0.6348, 1.1685, -0.1950], [0.3310, -0.2609, -0.1717], [-1.4562, -1.3575, 0.8899], [-3.3814, -0.4588, 1.1806], [1.9094, -0.8448, -0.6878], [2.5325, 0.2513, -0.6822], [2.3537, 1.2952, -0.0526], [3.3892, 0.1471, -1.4429]],
  "forces_ev_per_angstrom": [[-0.26, 0.98, 0.59], [0.31, -0.46, 0.21], [0.27, -0.05, -0.58], [0.15, -0.21, -0.37], [-0.38, -0.15, -0.04], [-0.10, -0.28, -0.28], [-0.13, 0.12, 0.44], [-0.61, 0.19, 0.67], [0.96, -1.05, -1.21], [-0.11, 0.08, 0.06], [-0.09, 0.82, 0.52]]
}

---

The LUMO level results, record by record, are as follows: -1.66 0.14 1.06 4.14 eV.
The Kohn-Sham gap results, record by record, are as follows: 6.77 9.27 9.51 8.69 eV.
The electronic energy results, record by record, are as follows: -3589.0028 -12587.5163 -308.3404 -339.2674 hartree.